22
Properties=species:S:1:pos:R:3:nbo_charge:R:1 method="wB97M-V/def2-TZVPD" lumo_energy_ev=-3.0 charge=+1 spin_multiplicity=1 e_above_lowest_kj_mol=278.0 homo_lumo_gap_ev=10.2
C -0.3873 -0.3657 1.3510 -0.215
N -0.2465 -1.5311 2.2230 -0.865
C 0.3846 -0.5807 -0.0995 -0.055
N 1.8464 -0.8696 0.2246 -0.681
C 0.7144 0.7953 -2.4500 -0.606
C 0.2622 0.6602 -0.9490 -0.463
H 0.0416 0.5076 1.6862 0.194
H -1.4124 -0.2431 0.9678 0.238
H -0.0640 -1.3052 3.0981 0.383
H -0.9728 -2.1730 1.9139 0.393
H -0.0765 -1.3588 -0.6517 0.221
H 2.4520 -0.2705 0.7502 0.445
H 1.7073 -1.6919 0.7686 0.446
H 2.1437 -1.1395 -0.6440 0.429
H 1.0688 -0.1627 -2.8093 0.197
H 1.5359 1.6367 -2.4059 0.213
H 0.1533 1.2110 -3.1754 0.236
H 0.7099 1.5869 -0.5123 0.217
H -0.8164 0.7681 -0.9950 0.260
H -2.8217 2.2384 0.9096 0.496
H -3.5765 0.9708 0.2824 0.492
O -2.6459 1.3170 0.5168 -0.977

22
Properties=species:S:1:pos:R:3:nbo_charge:R:1 method="wB97M-V/def2-TZVPD" lumo_energy_ev=-2.8 charge=+1 spin_multiplicity=1 e_above_lowest_kj_mol=239.0 homo_lumo_gap_ev=11.8
C 0.9169 -0.2896 -0.7737 -0.233
C -0.5806 -0.6755 -1.2241 -0.412
C -1.6493 0.3139 -0.5298 -0.449
C -2.3622 -0.4142 0.6751 -0.231
N -1.2682 -1.1249 1.5135 -0.863
N 1.1059 0.0278 0.6601 -0.745
H 1.2576 0.4465 -1.4984 0.235
H 1.5753 -1.1557 -0.8837 0.201
H -0.4102 -0.5387 -2.3056 0.247
H -0.7226 -1.6996 -0.8437 0.217
H -2.4593 0.3644 -1.2953 0.251
H -1.3753 1.3126 -0.2181 0.215
H -2.7882 0.4748 1.1022 0.220
H -3.1568 -1.2660 0.4316 0.221
H -1.4228 -0.8239 2.5141 0.397
H -1.4369 -2.0863 1.5533 0.388
H 0.2124 -0.6091 0.9536 0.470
H 1.9701 -0.3784 0.7028 0.432
H 0.9618 0.9811 0.9497 0.437
H 4.2721 1.7126 -0.4435 0.474
H 3.9211 3.1520 -0.6549 0.491
O 3.4394 2.2760 -0.3852 -0.963

22
Properties=species:S:1:pos:R:3:nbo_charge:R:1 method="wB97M-V/def2-TZVPD" lumo_energy_ev=-3.0 charge=+1 spin_multiplicity=1 e_above_lowest_kj_mol=91.8 homo_lumo_gap_ev=10.2
N -0.0067 1.4661 -1.4820 -0.710
C -0.3804 1.5124 -0.0326 -0.253
C 0.6474 0.6097 0.6824 -0.243
N 0.8791 -0.5769 -0.1398 -0.475
C -0.0926 -1.6449 0.1363 -0.430
C 2.2529 -1.0862 -0.0332 -0.412
H 0.7034 2.1487 -1.7427 0.430
H -0.7792 1.5500 -2.1239 0.436
H 0.4271 0.4787 -1.5090 0.466
H -1.3769 1.0853 0.0520 0.260
H -0.3768 2.5247 0.3344 0.233
H 0.2814 0.3744 1.6831 0.222
H 1.5979 1.1366 0.7665 0.213
H -1.1011 -1.2419 0.0672 0.220
H 0.0908 -2.0807 1.1215 0.194
H 0.0126 -2.4407 -0.5990 0.218
H 2.4570 -1.4649 0.9722 0.195
H 2.9478 -0.2962 -0.3143 0.205
H 2.3958 -1.9070 -0.7345 0.220
H -4.0038 -0.1605 0.3517 0.488
H -3.4073 -0.0096 1.7426 0.489
O -3.1685 0.0231 0.8012 -0.967

22
Properties=species:S:1:pos:R:3:nbo_charge:R:1 method="wB97M-V/def2-TZVPD" lumo_energy_ev=-3.2 charge=+1 spin_multiplicity=1 e_above_lowest_kj_mol=133.0 homo_lumo_gap_ev=9.2
N 1.6258 -0.6527 -0.9373 -0.713
C 0.8042 -0.1303 0.2471 -0.032
C 1.2781 -0.9343 1.4563 -0.643
C -0.7145 -0.2372 -0.0768 -0.227
N -1.4099 -0.0609 1.1868 -0.640
C -2.5243 0.9169 1.2378 -0.412
H 1.1258 -0.4806 -1.8455 0.472
H 2.4254 -0.0557 -1.1440 0.441
H 1.9324 -1.5915 -0.7145 0.435
H 1.0200 0.9260 0.4105 0.221
H 1.0415 -1.9706 1.2462 0.205
H 0.8648 -0.5406 2.3790 0.274
H 2.3571 -0.7985 1.6024 0.226
H -0.9573 0.5685 -0.7624 0.203
H -0.7777 -1.2123 -0.5763 0.175
H -1.6975 -0.9733 1.5088 0.374
H -2.5263 1.2424 2.2788 0.217
H -2.3309 1.8109 0.6466 0.200
H -3.4416 0.3959 0.9749 0.195
H 0.0770 1.7326 -2.8219 0.506
H 1.0792 0.9818 -3.5988 0.497
O 0.7487 1.0634 -2.6976 -0.973

23
Properties=species:S:1:pos:R:3:nbo_charge:R:1 method="wB97M-V/def2-TZVPD" lumo_energy_ev=-3.2 charge=+1 spin_multiplicity=1 e_above_lowest_kj_mol=142.8 homo_lumo_gap_ev=10.8
N 0.1887 0.7358 1.4697 -0.685
C 0.1815 -0.5635 0.6806 -0.024
C 0.7454 -0.2904 -0.7072 -0.462
C 2.1833 0.2186 -0.8419 -0.062
O 2.0764 1.3795 -1.6916 -0.726
C -1.2642 -1.0292 0.6909 -0.246
N -1.4936 -1.5082 2.0761 -0.860
H -0.3103 0.6467 2.3639 0.457
H 1.1570 0.9677 1.7085 0.439
H -0.2744 1.4959 0.9759 0.439
H 0.8472 -1.2285 1.2112 0.223
H 0.7282 -1.2566 -1.1180 0.242
H 0.0392 0.2680 -1.3253 0.240
H 2.5434 0.5909 0.1216 0.140
H 2.8439 -0.4928 -1.3167 0.204
H 2.9701 1.6954 -1.8644 0.483
H -1.3732 -1.8436 -0.0062 0.219
H -1.9266 -0.1942 0.4827 0.216
H -1.2412 -2.4879 2.1634 0.377
H -2.4987 -1.4987 2.2431 0.381
H -1.2937 1.4722 -2.4115 0.461
H -2.6587 1.8526 -2.6012 0.479
O -2.1699 1.0703 -2.3037 -0.936

23
Properties=species:S:1:pos:R:3:nbo_charge:R:1 method="wB97M-V/def2-TZVPD" lumo_energy_ev=-3.0 charge=+1 spin_multiplicity=1 e_above_lowest_kj_mol=198.0 homo_lumo_gap_ev=10.4
N -1.5514 0.9956 -2.1134 -0.708
C -2.4142 0.1862 -1.0828 -0.194
C -1.3485 -0.1935 -0.0216 -0.253
N -0.6787 1.0491 0.3464 -0.656
C 0.6205 0.6908 0.9406 -0.264
C 1.7187 0.3960 -0.0618 -0.080
O 1.4304 1.1505 -1.2516 -0.774
H -0.9142 0.4261 -2.6811 0.438
H -0.8758 1.6442 -1.6891 0.482
H -2.1859 1.5456 -2.7000 0.431
H -3.0169 1.0280 -0.7336 0.207
H -3.0442 -0.4770 -1.6564 0.242
H -1.9007 -0.7508 0.7764 0.221
H -0.6973 -0.9161 -0.5492 0.212
H -1.3010 1.5874 0.9408 0.388
H 0.9993 1.4899 1.6276 0.221
H 0.3785 -0.0826 1.6746 0.205
H 1.6152 -0.6187 -0.4885 0.177
H 2.7559 0.5275 0.2518 0.214
H 2.0200 1.8851 -1.4286 0.492
H 3.5054 -3.6201 3.5446 0.474
H 2.2468 -4.4131 3.2116 0.473
O 2.6379 -3.5301 3.1433 -0.946

23
Properties=species:S:1:pos:R:3:nbo_charge:R:1 method="wB97M-V/def2-TZVPD" lumo_energy_ev=-2.6 charge=+1 spin_multiplicity=1 e_above_lowest_kj_mol=117.1 homo_lumo_gap_ev=11.1
C -1.0007 -0.6563 0.5082 -0.218
C 0.2403 -1.2417 -0.1171 -0.446
C 1.5114 -0.4041 -0.0791 -0.258
C 2.3186 0.8987 -1.8451 0.002
N 1.3446 0.6483 -1.0851 -0.467
N -1.4034 0.5807 -0.2922 -0.726
H -0.8207 -0.2874 1.5083 0.225
H -1.7719 -1.4138 0.5310 0.255
H 0.4086 -2.2086 0.3573 0.249
H 0.0357 -1.6695 -1.1075 0.225
H 1.5580 0.0107 0.9289 0.209
H 2.3744 -1.0180 -0.3292 0.205
H 3.3006 0.4380 -1.7806 0.169
H 2.1622 1.6565 -2.6029 0.188
H -1.5905 1.4555 0.2012 0.463
H -0.6099 0.8193 -0.9258 0.481
H -2.1592 0.3224 -0.9229 0.427
H -0.6838 -3.2559 2.6800 0.482
H -2.0328 -2.8023 3.2154 0.488
O -1.4282 -2.6639 2.4782 -0.964
H 0.0334 3.5998 0.0465 0.493
H -1.0874 3.9709 -0.9159 0.495
O -0.6994 3.2206 -0.4516 -0.977

23
Properties=species:S:1:pos:R:3:nbo_charge:R:1 method="wB97M-V/def2-TZVPD" lumo_energy_ev=-3.2 charge=+1 spin_multiplicity=1 e_above_lowest_kj_mol=283.4 homo_lumo_gap_ev=8.5
C 0.2188 -0.8770 -0.6450 -0.239
C -1.0859 -0.7137 0.1481 -0.441
C -0.8506 0.3519 1.2294 -0.372
C -0.9173 1.6653 0.8612 0.031
N -0.1230 2.5715 1.6335 -0.825
N 1.4587 -0.8175 0.2066 -0.674
H 0.0946 -0.0436 -1.3786 0.242
H 0.1766 -1.7998 -1.1316 0.228
H -1.9826 -0.5247 -0.4892 0.261
H -1.3471 -1.7316 0.6189 0.216
H -0.3864 0.0247 2.1668 0.207
H -1.2792 2.2316 -0.0598 0.230
H 0.1444 2.2871 2.6060 0.387
H -0.3188 3.5411 1.5375 0.389
H 1.5000 0.0084 0.7825 0.449
H 1.6487 -1.6393 0.7044 0.459
H 2.3436 -0.7892 -0.3615 0.441
H -3.2967 1.3414 -4.5805 0.466
H -2.0970 2.0819 -4.4420 0.461
O -2.3725 1.1446 -4.5341 -0.927
H 4.0337 -3.2089 1.6061 0.514
H 2.7727 -3.1345 2.6309 0.497
O 2.9291 -2.8298 1.7025 -1.000

22
Properties=species:S:1:pos:R:3:nbo_charge:R:1 method="wB97M-V/def2-TZVPD" lumo_energy_ev=-2.9 charge=+1 spin_multiplicity=1 e_above_lowest_kj_mol=39.9 homo_lumo_gap_ev=9.3
C -0.9301 1.1872 -1.9681 -0.425
N -0.4956 -0.2182 -2.1939 -0.542
C -0.0270 -0.4608 -3.5958 -0.420
H -0.0613 1.8397 -2.0351 0.228
H -1.6275 1.4839 -2.7428 0.231
H -1.4027 1.2706 -0.9944 0.234
H -1.2858 -0.8306 -2.0070 0.419
H -0.8423 -0.2399 -4.2862 0.231
H 0.2701 -1.5001 -3.6929 0.236
H 0.8125 0.1958 -3.7966 0.228
C 1.1257 0.0998 0.8895 -0.235
C -0.0635 -0.5380 1.5811 -0.535
S -0.6165 0.4130 3.0255 0.005
N 1.4964 -0.6817 -0.3248 -0.855
H 1.9554 0.1458 1.5872 0.205
H 0.8745 1.1112 0.5698 0.198
H 0.1755 -1.5469 1.9106 0.225
H -0.9210 -0.6088 0.9178 0.203
H 0.4410 0.1018 3.7861 0.130
H 2.3724 -0.3162 -0.6881 0.388
H 0.3002 -0.4607 -1.5021 0.468
H 1.7168 -1.6310 -0.0359 0.385

22
Properties=species:S:1:pos:R:3:nbo_charge:R:1 method="wB97M-V/def2-TZVPD" lumo_energy_ev=-3.3 charge=+1 spin_multiplicity=1 e_above_lowest_kj_mol=59.4 homo_lumo_gap_ev=9.5
C 3.1158 1.2701 0.0162 -0.740
S 1.4201 1.3819 0.6164 0.200
C 0.5744 1.8412 -0.9226 -0.750
H 3.4267 2.2133 -0.4203 0.240
H 3.2384 0.4688 -0.7094 0.212
H 3.7369 1.0746 0.8859 0.249
H -0.4850 1.9492 -0.7035 0.237
H 0.9649 2.7928 -1.2718 0.247
H 0.7285 1.0937 -1.7032 0.204
C -2.1920 -1.0952 0.4392 -0.235
N -3.5278 -1.3891 -0.0403 -0.821
C -1.2043 -1.7030 -0.5513 -0.224
N 0.1939 -1.5321 -0.0433 -0.711
H -1.9685 -1.4962 1.4370 0.175
H -2.0479 -0.0182 0.5006 0.204
H -3.8083 -2.3228 0.2290 0.369
H -4.2043 -0.7529 0.3585 0.384
H -1.2585 -1.2584 -1.5340 0.233
H -1.4056 -2.7756 -0.6388 0.223
H 0.9111 -1.7973 -0.7183 0.435
H 0.3979 -0.5410 0.2564 0.437
H 0.3638 -2.1334 0.7685 0.433

23
Properties=species:S:1:pos:R:3:nbo_charge:R:1 method="wB97M-V/def2-TZVPD" lumo_energy_ev=0.9 spin_multiplicity=1 e_above_lowest_kj_mol=181.6 homo_lumo_gap_ev=9.5
C 1.6276 1.1154 -0.9947 -0.235
N 2.0673 1.6560 -2.2739 -0.835
C 1.6285 -0.4196 -0.9991 -0.228
N 1.3149 -0.9715 0.3207 -0.816
H 0.5952 1.3830 -0.7204 0.197
H 2.3036 1.5385 -0.2137 0.191
H 1.3879 1.5180 -3.0065 0.349
H 2.1394 2.6617 -2.2178 0.360
H 2.6078 -0.7575 -1.4056 0.189
H 0.8821 -0.7777 -1.7615 0.191
H 0.9097 -1.9121 0.2855 0.395
H 2.1699 -1.0787 0.8703 0.383
H 0.1350 -0.1187 0.9607 0.488
C -2.2396 -1.0040 -0.2449 -0.425
N -1.8965 -1.2157 1.1411 -0.666
C -1.7378 0.0845 1.8148 0.107
O -0.6124 0.7931 1.3901 -0.819
H -3.2148 -0.5380 -0.3939 0.167
H -2.2927 -1.9698 -0.7885 0.190
H -1.4734 -0.3470 -0.7241 0.196
H -2.6076 -1.8404 1.5385 0.363
H -1.6718 -0.0648 2.8984 0.143
H -2.7064 0.6376 1.6584 0.116

23
Properties=species:S:1:pos:R:3:nbo_charge:R:1 method="wB97M-V/def2-TZVPD" smiles=NCCNCCN.O lumo_energy_ev=0.8 spin_multiplicity=1 e_above_lowest_kj_mol=202.2 homo_lumo_gap_ev=9.8
N -0.6645 -0.1102 2.2872 -0.905
C -1.4787 -1.2350 1.5345 -0.229
C -0.7075 -1.5800 0.2783 -0.238
N -0.8823 -0.3950 -0.6613 -0.626
C 0.1034 -0.2687 -1.8223 -0.255
C 0.1403 1.0862 -2.4205 -0.239
N 1.1434 2.0045 -1.7192 -0.833
H -1.2142 0.7118 2.3215 0.365
H -0.3231 -0.3490 3.1909 0.371
H -2.5605 -1.0732 1.5654 0.212
H -1.4418 -2.1037 2.2328 0.191
H 0.3190 -1.6328 0.5771 0.182
H -1.1409 -2.5994 -0.0435 0.200
H -0.6834 0.3984 -0.0780 0.338
H -0.3581 -1.0117 -2.4820 0.199
H 1.0799 -0.5322 -1.4959 0.178
H -0.8658 1.7792 -2.4694 0.206
H 0.5614 0.9329 -3.4171 0.196
H 2.0462 1.7449 -2.1854 0.346
H 1.2092 1.6548 -0.7389 0.353
O 2.2045 0.8779 1.5642 -0.962
H 2.1720 1.2669 2.4647 0.465
H 1.3415 0.4331 1.5167 0.485

Repeat the eleventh record exactly.
23
Properties=species:S:1:pos:R:3:nbo_charge:R:1 method="wB97M-V/def2-TZVPD" lumo_energy_ev=0.9 spin_multiplicity=1 e_above_lowest_kj_mol=181.6 homo_lumo_gap_ev=9.5
C 1.6276 1.1154 -0.9947 -0.235
N 2.0673 1.6560 -2.2739 -0.835
C 1.6285 -0.4196 -0.9991 -0.228
N 1.3149 -0.9715 0.3207 -0.816
H 0.5952 1.3830 -0.7204 0.197
H 2.3036 1.5385 -0.2137 0.191
H 1.3879 1.5180 -3.0065 0.349
H 2.1394 2.6617 -2.2178 0.360
H 2.6078 -0.7575 -1.4056 0.189
H 0.8821 -0.7777 -1.7615 0.191
H 0.9097 -1.9121 0.2855 0.395
H 2.1699 -1.0787 0.8703 0.383
H 0.1350 -0.1187 0.9607 0.488
C -2.2396 -1.0040 -0.2449 -0.425
N -1.8965 -1.2157 1.1411 -0.666
C -1.7378 0.0845 1.8148 0.107
O -0.6124 0.7931 1.3901 -0.819
H -3.2148 -0.5380 -0.3939 0.167
H -2.2927 -1.9698 -0.7885 0.190
H -1.4734 -0.3470 -0.7241 0.196
H -2.6076 -1.8404 1.5385 0.363
H -1.6718 -0.0648 2.8984 0.143
H -2.7064 0.6376 1.6584 0.116